No. 1
Below is a cluster of 2 separate species, C3H3Cl4N in total, with properties calculated with ωB97M-V with the def2-TZVPD basis set.

The geometry in XYZ format:
```
11
Properties=species:S:1:pos:R:3:forces:R:3:lowdin_charge:R:1
C 0.064 -0.664 -0.549 2.139 2.157 1.548 -0.6900
C -2.074 0.082 0.499 -0.120 0.757 0.209 -0.0953
C 2.181 0.425 -0.140 -2.657 -1.205 -0.641 -1.7029
N -0.688 -0.117 0.209 0.378 0.203 -0.552 -0.0769
Cl 0.121 -1.903 -1.691 -0.049 -0.220 -0.365 0.6747
Cl 2.264 1.911 -1.043 0.156 -0.317 -0.326 0.5202
Cl 2.045 0.774 1.532 -0.002 -0.196 0.387 0.5446
Cl 3.243 -0.847 -0.572 0.689 0.041 -0.137 0.5348
H -2.325 -0.667 1.253 -0.276 0.369 0.192 0.0806
H -2.659 -0.168 -0.415 0.021 0.672 0.656 0.0890
H -2.171 1.174 0.918 -0.279 -2.263 -0.971 0.1211
```
Positions in Å, forces in eV/Å.

Calculated values
orbital gap (spin up / spin down): 7.73 / 7.63 eV
E: -54735.70964 eV


No. 2
Below is a cluster of 2 separate species, C3H3Cl5Si in total, with properties calculated with ωB97M-V with the def2-TZVPD basis set.

The geometry in XYZ format:
```
12
Properties=species:S:1:pos:R:3:forces:R:3:lowdin_charge:R:1
C -0.313 0.178 -1.491 -0.246 -0.446 1.249 -0.2584
Si -2.176 -0.240 -1.017 1.597 -0.023 -0.892 -0.6582
Cl -3.719 0.848 -1.897 0.836 -0.160 0.458 0.2486
Cl -2.241 -0.133 1.009 -0.296 0.042 0.129 0.3045
Cl -2.509 -2.155 -1.660 -0.073 -0.029 0.136 0.2718
H -0.243 0.395 -2.571 0.207 0.097 0.617 -0.0004
H 0.038 1.002 -0.806 -0.496 -0.375 -1.097 0.0296
H 0.412 -0.672 -1.203 -1.502 0.889 -0.635 0.0580
Cl 2.624 -2.697 -4.001 -0.978 0.575 -0.492 0.6632
C 1.373 -1.799 -4.668 -0.038 -0.415 0.461 -0.6500
C 0.417 -1.175 -5.063 2.108 -0.913 0.553 -0.7344
Cl -0.431 -0.016 -5.790 -1.118 0.757 -0.487 0.7258
```
Positions in Å, forces in eV/Å.

Calculated values
orbital gap: 10.32 eV
E: -73651.29252 eV


No. 3
Below is the molecule C3H3ClF2, with properties calculated with ωB97M-V with the def2-TZVPD basis set.

The geometry in XYZ format:
```
9
Properties=species:S:1:pos:R:3:forces:R:3:lowdin_charge:R:1
C 1.202 0.225 0.047 0.622 0.233 1.038 -0.0125
C -0.116 -0.450 -0.015 -2.034 -0.322 -0.842 -0.3532
F -0.130 -1.797 -0.088 0.853 -0.271 0.309 0.0394
C -1.330 0.083 -0.170 0.604 0.390 1.342 -0.7168
F -1.372 1.398 -0.076 -0.094 1.730 -0.293 -0.0011
Cl -2.918 -0.520 0.031 0.362 -0.696 -0.407 0.7423
H 1.794 -0.366 -0.654 0.504 0.435 0.063 0.0835
H 1.627 0.090 1.093 -0.367 0.055 -1.225 0.1091
H 1.243 1.337 -0.168 -0.450 -1.552 0.015 0.1093
```
Positions in Å, forces in eV/Å.

Calculated values
orbital gap: 10.07 eV
E: -21115.75107 eV


No. 4
Below is the molecule C3H3ClFNS, with properties calculated with ωB97M-V with the def2-TZVPD basis set.

The geometry in XYZ format:
```
10
Properties=species:S:1:pos:R:3:forces:R:3:lowdin_charge:R:1
F 1.475 1.275 2.415 -0.543 -0.994 -0.836 -0.0406
C 0.847 0.897 1.255 0.314 1.273 0.841 -0.6652
Cl 0.972 2.293 0.206 -0.352 -1.332 0.291 0.7041
C 0.219 -0.287 1.168 0.117 1.005 -0.630 -0.0808
C -0.519 -0.759 -0.013 0.946 2.005 -2.803 -0.2635
N -0.431 -0.100 -1.158 0.060 -1.343 2.271 -0.4194
S -1.043 -0.873 -2.536 -0.116 0.305 0.186 0.7179
H 0.326 -0.927 2.030 -0.134 -0.041 0.070 0.1124
H -1.048 -1.687 -0.020 -0.231 -0.744 0.584 0.0813
H -0.798 0.169 -3.347 -0.061 -0.133 0.025 -0.1463
```
Positions in Å, forces in eV/Å.

Calculated values
orbital gap: 8.57 eV
E: -30722.97112 eV


No. 5
Below is the molecule C3H3ClFNS2, with properties calculated with ωB97M-V with the def2-TZVPD basis set.

The geometry in XYZ format:
```
11
Properties=species:S:1:pos:R:3:forces:R:3:lowdin_charge:R:1
F 2.830 -0.220 0.358 -0.853 0.544 0.038 0.0159
C 1.718 0.530 0.212 1.015 -0.194 -0.588 -0.8122
Cl 1.727 1.434 -1.244 0.216 -0.204 0.091 0.7432
C 0.732 0.541 1.079 -0.608 -0.484 1.165 -0.5302
S -0.754 1.447 0.835 0.112 -0.365 -0.250 0.8605
C -1.402 0.581 -0.583 -0.821 -1.142 -1.281 -0.6215
N -1.557 -0.685 -0.854 0.774 2.097 0.353 -0.4218
S -0.895 -1.897 0.141 -0.552 -0.353 -0.383 0.7193
H 0.742 -0.079 1.980 0.436 0.193 -0.412 0.0796
H -1.740 1.329 -1.361 0.011 -1.135 0.851 0.0821
H -1.400 -2.982 -0.562 0.270 1.044 0.416 -0.1148
```
Positions in Å, forces in eV/Å.

Calculated values
orbital gap: 9.49 eV
E: -41558.14763 eV


No. 6
Below is a cluster of 2 separate species, C3H3ClFO2 in total, with properties calculated with ωB97M-V with the def2-TZVPD basis set.

The geometry in XYZ format:
```
10
Properties=species:S:1:pos:R:3:forces:R:3:lowdin_charge:R:1
C 2.853 -1.041 0.009 0.469 1.802 -1.452 -0.7519
C 0.110 -0.022 0.753 3.668 0.686 -0.678 0.0062
C 2.076 0.434 0.205 -2.304 -2.611 2.303 -0.6888
O 3.693 -1.075 -0.914 -0.656 0.233 0.638 -0.0895
O 2.473 -1.864 0.814 -0.412 -0.974 1.026 -0.0372
F 2.624 1.089 1.337 -0.816 -0.532 -1.090 -0.1071
Cl 2.125 1.493 -1.128 -0.051 0.805 -0.756 0.6405
H -0.534 -0.372 -0.040 0.145 0.518 -0.688 0.0066
H -0.146 0.947 1.191 -0.199 -0.561 0.167 0.0128
H 0.302 -0.906 1.360 0.157 0.634 0.529 0.0084
```
Positions in Å, forces in eV/Å.

Calculated values
net charge: -1
orbital gap: 8.01 eV
E: -22494.43367 eV


No. 7
Below is the molecule C3H3ClIN, with properties calculated with ωB97M-V with the def2-TZVPD basis set.

The geometry in XYZ format:
```
9
Properties=species:S:1:pos:R:3:forces:R:3:lowdin_charge:R:1
N 0.967 1.765 1.547 1.045 0.906 0.776 0.2073
C 0.401 0.847 1.186 -0.811 0.863 0.428 -0.3578
C -0.448 -0.039 0.499 -3.006 -2.042 -0.542 -0.6811
Cl -2.152 0.782 -0.044 1.760 -0.600 0.977 0.4800
C 0.165 -0.369 -0.827 -1.215 -0.977 -2.406 -0.8084
I 2.013 -1.288 -0.620 1.189 -0.528 0.253 0.8622
H -0.812 -0.986 1.102 0.990 2.048 -1.228 0.1512
H -0.465 -1.209 -1.276 0.726 1.593 0.228 0.0589
H 0.332 0.497 -1.566 -0.678 -1.263 1.516 0.0877
```
Positions in Å, forces in eV/Å.

Calculated values
orbital gap: 9.53 eV
E: -25271.50095 eV


No. 8
Below is the molecule C3H3ClN2, with properties calculated with ωB97M-V with the def2-TZVPD basis set.

The geometry in XYZ format:
```
9
Properties=species:S:1:pos:R:3:forces:R:3:lowdin_charge:R:1
Cl 1.741 -1.674 -1.403 0.332 -0.520 -0.429 0.6675
C 0.608 -0.630 -0.681 0.535 -1.134 0.080 -0.8548
C 0.337 -0.650 0.654 -0.265 0.281 0.021 -0.1129
N -0.541 0.430 0.790 1.180 -1.827 -1.279 0.0512
C -0.735 0.942 -0.439 0.986 -0.076 -1.258 -0.1766
N -0.041 0.291 -1.406 -1.182 1.391 2.036 0.0666
H 0.640 -1.384 1.420 -0.312 0.939 -0.454 0.1225
H -0.781 0.794 1.657 -0.834 0.869 1.379 0.1232
H -1.228 1.880 -0.591 -0.440 0.076 -0.097 0.1133
```
Positions in Å, forces in eV/Å.

Calculated values
orbital gap: 9.63 eV
E: -18661.96585 eV


No. 9
Below is the molecule C3H3ClN2O, with properties calculated with ωB97M-V with the def2-TZVPD basis set.

The geometry in XYZ format:
```
10
Properties=species:S:1:pos:R:3:forces:R:3:lowdin_charge:R:1
N 0.855 -1.067 1.491 -0.749 0.028 1.125 0.1576
C 0.337 -0.358 0.451 -0.227 0.451 -0.475 -0.4760
N 0.962 0.142 -0.578 -0.267 -0.373 0.550 0.1224
C -0.061 0.678 -1.327 -0.582 0.036 0.113 -0.7810
Cl 0.247 1.460 -2.811 0.001 0.039 -0.072 0.6842
C -1.259 0.502 -0.724 1.167 -0.040 -0.135 -0.1045
O -1.000 -0.176 0.448 0.321 -0.214 0.188 0.0624
H 1.845 -0.960 1.584 0.344 -0.002 0.037 0.0981
H 0.340 -0.980 2.387 0.574 -0.104 -1.120 0.1269
H -2.264 0.762 -0.920 -0.583 0.180 -0.211 0.1099
```
Positions in Å, forces in eV/Å.

Calculated values
orbital gap: 9.31 eV
E: -20709.53917 eV


No. 10
Below is the molecule C3H3ClN2O, with properties calculated with ωB97M-V with the def2-TZVPD basis set.

The geometry in XYZ format:
```
10
Properties=species:S:1:pos:R:3:forces:R:3:lowdin_charge:R:1
C 0.408 1.331 -0.927 0.206 2.578 2.334 -0.0204
C -0.150 0.169 -0.078 1.383 1.007 -1.691 -0.4174
N -0.021 -0.887 -0.722 1.357 -4.700 -3.713 0.1156
O -0.145 -1.992 0.160 -1.115 1.162 -0.183 0.0179
C -0.500 -1.368 1.284 1.172 0.229 -1.749 -0.9492
Cl -0.721 -2.165 2.667 -0.530 -1.727 2.130 0.8705
N -0.468 -0.113 1.184 -0.852 3.501 3.006 0.1243
H -0.059 1.521 -1.851 -1.805 -0.213 -0.818 0.0366
H 1.437 1.188 -1.420 -0.954 -0.015 2.085 0.1054
H 0.218 2.316 -0.298 1.138 -1.823 -1.402 0.1166
```
Positions in Å, forces in eV/Å.

Calculated values
orbital gap: 11.16 eV
E: -20707.10061 eV


No. 11
Below is the molecule C3H3ClN2S, with properties calculated with ωB97M-V with the def2-TZVPD basis set.

The geometry in XYZ format:
```
10
Properties=species:S:1:pos:R:3:forces:R:3:lowdin_charge:R:1
Cl -2.150 2.452 -1.255 0.074 0.444 0.460 0.1104
S -1.194 0.735 -1.591 0.656 -1.245 -0.299 0.4257
C 0.052 0.510 -0.242 -0.288 0.149 -0.371 -0.6590
C 0.983 -0.663 -0.494 -0.322 0.191 -0.204 -0.1483
N 0.902 -1.525 0.445 0.361 0.115 -0.181 0.0968
C -0.033 -0.956 1.345 -0.296 0.522 -0.013 -0.1931
N -0.536 0.164 1.009 -0.512 0.183 0.712 0.0365
H 0.578 1.461 -0.185 0.229 0.072 0.163 0.1114
H 1.670 -0.752 -1.313 0.114 -0.115 -0.342 0.1100
H -0.273 -1.425 2.282 -0.017 -0.316 0.075 0.1097
```
Positions in Å, forces in eV/Å.

Calculated values
orbital gap: 8.82 eV
E: -29496.29905 eV


No. 12
Below is a structure of composition C3H3ClN2S, with properties calculated with ωB97M-V with the def2-TZVPD basis set.

The geometry in XYZ format:
```
10
Properties=species:S:1:pos:R:3:forces:R:3:lowdin_charge:R:1
C -0.194 1.628 0.018 3.573 -3.049 -0.123 0.0559
C -1.084 0.672 -0.063 -0.337 -0.283 0.012 -0.8058
C 1.416 0.467 -0.052 -3.736 2.854 0.326 -0.8016
N -0.631 -0.650 -0.215 -0.185 -0.180 -0.262 -0.0425
N 0.767 -0.682 -0.102 -0.371 -0.374 0.039 -0.0460
S 2.951 0.889 -0.050 0.654 0.016 -0.095 0.6246
Cl -2.823 0.770 -0.050 0.330 0.072 0.025 0.6634
H -0.151 2.686 0.063 -0.114 0.483 0.002 0.0648
H -1.090 -1.332 0.386 0.185 0.256 0.014 0.1306
H 1.207 -1.540 -0.415 -0.001 0.206 0.063 0.1566
```
Positions in Å, forces in eV/Å.

Calculated values
orbital gap: 9.12 eV
E: -29494.55463 eV